Density functional theory data (the ωB97M-V functional and the def2-TZVPD basis) for a molecular structure, C6H15ClIN5OOsP in a non-equilibrium geometry.

Last column: Mulliken spin population.
Positions of all 31 atoms, in Å:
C1 -0.88456 -1.19230 2.15225  0.522
I1 0.01120 -3.49695 3.08291  0.494
H1 -1.18448 -1.28508 0.98785  -0.005
H2 -1.63110 -0.79305 2.84765  -0.010
H3 -0.47254 -2.33015 2.19997  -0.028
Os1 0.64155 0.65557 -1.17309  2.574
P1 0.33458 -1.54736 -1.27547  -0.021
C2 0.46802 -2.89175 0.07138  0.030
C3 -1.30718 -2.03564 -1.98455  0.014
H4 1.65643 -1.57962 -3.34493  0.000
H5 1.45701 -3.25612 -2.69171  0.011
H6 2.56468 -2.05365 -1.97495  -0.001
C4 1.66910 -2.19752 -2.38483  0.048
H7 -1.53274 -1.31641 -2.77071  0.004
H8 -1.11281 -3.08917 -2.42110  0.007
H9 0.21221 -3.87131 -0.49039  0.000
H10 -0.55268 -2.96718 0.43534  0.007
H11 -1.96949 -2.04672 -1.13699  0.002
H12 1.25886 -3.25409 0.79208  0.002
C5 0.57076 0.84822 0.79289  -0.044
O1 -0.05012 0.35716 1.78611  0.017
Cl1 0.23390 1.66542 -3.09368  0.326
N1 -1.11823 5.62891 0.91474  0.007
N2 -0.56463 4.45350 1.08339  0.006
N3 0.49368 3.98232 2.29331  0.003
C6 0.81328 2.90386 1.70015  0.010
N4 0.40067 2.51890 0.44399  0.034
N5 -0.24842 3.81679 -0.05426  -0.010
H13 -0.94839 5.94466 -0.36205  0.000
H14 -0.48152 6.37548 1.20352  0.000
H15 1.27294 2.05330 2.37118  0.001

The calculation puts the frontier orbital gap (alpha / beta) at 0.228 / 0.197 hartree. The calculation puts the HOMO energy (alpha / beta) at -0.7034 / -0.7107 Ha. Its spin multiplicity is 5. Its net charge is +3. The strongest force on any atom is 7.13 eV/A.

---

Density functional theory data (the ωB97M-V functional and the def2-TZVPD basis) for a molecular structure, C44H40IrN4O2P2S2 in a non-equilibrium geometry.

Last column: Mulliken spin population.
Positions of all 95 atoms, in Å:
Ir1 0.59272 0.17314 1.04845  1.971
O1 2.01570 -1.35254 -0.16304  0.069
S1 1.28762 -0.83905 -1.35899  0.002
C1 2.56309 0.17780 -2.16189  0.012
C2 2.98126 0.04333 -3.47319  0.001
C3 4.09643 0.74926 -3.90341  -0.002
C4 4.76851 1.59736 -3.03829  0.004
C5 4.28772 1.80573 -1.75544  0.007
C6 3.17265 1.09990 -1.30638  -0.039
P1 2.31674 1.63963 0.22003  0.286
C7 3.50479 2.05882 1.50391  0.013
C8 4.73175 1.41342 1.64635  0.028
C9 5.52485 1.69425 2.74475  -0.006
C10 5.08440 2.58216 3.71728  0.016
C11 3.85044 3.21181 3.58661  -0.015
C12 3.05577 2.94835 2.48982  0.001
C13 1.70111 3.21306 -0.46029  -0.006
C14 2.44698 4.38164 -0.34239  0.002
C15 1.99762 5.54065 -0.94934  0.002
C16 0.80936 5.53800 -1.66571  0.000
C17 0.07526 4.36782 -1.79980  0.003
C18 0.51976 3.20401 -1.20041  -0.058
C19 1.07938 -2.34198 -2.37418  0.025
C20 2.08869 -2.92593 -3.11506  0.003
C21 1.85240 -4.11308 -3.79920  0.000
C22 0.60546 -4.71778 -3.74408  0.002
C23 -0.38835 -4.17298 -2.94812  -0.001
C24 -0.16344 -2.98361 -2.24820  0.020
P2 -1.35477 -2.56943 -0.94882  -0.077
C25 -2.78082 -3.66337 -0.95452  0.040
C26 -2.97068 -4.60773 0.05212  0.006
C27 -4.16965 -5.29651 0.11067  0.002
C28 -5.16348 -5.04800 -0.82452  -0.002
C29 -4.96042 -4.12298 -1.83966  0.002
C30 -3.77144 -3.42426 -1.90980  -0.010
C31 -0.46564 -2.64202 0.63667  0.151
C32 0.52861 -3.60966 0.75189  0.004
C33 1.39060 -3.60751 1.83803  0.056
C34 1.27491 -2.63074 2.81493  -0.019
C35 0.24363 -1.69502 2.75403  0.128
C36 -0.64069 -1.67991 1.65682  -0.155
H1 2.45070 -0.58846 -4.16803  0.001
H2 4.44387 0.61383 -4.91339  0.000
H3 5.64295 2.12742 -3.38246  0.000
H4 4.78305 2.51517 -1.10543  0.002
H5 5.05502 0.70182 0.90119  0.002
H6 6.48546 1.21705 2.84909  0.000
H7 5.70053 2.78289 4.57944  0.001
H8 3.50898 3.89896 4.34599  0.000
H9 2.09949 3.44465 2.35951  0.010
H10 3.36603 4.38523 0.22712  0.001
H11 2.57939 6.44608 -0.86593  0.000
H12 0.45491 6.45031 -2.11867  0.000
H13 -0.84124 4.36755 -2.36956  0.000
H14 -0.05002 2.28591 -1.28868  0.050
H15 3.07031 -2.47984 -3.13817  0.000
H16 2.65084 -4.56729 -4.36427  0.000
H17 0.41908 -5.63415 -4.28344  0.000
H18 -1.34174 -4.67470 -2.85324  0.001
H19 -2.19034 -4.79717 0.77544  0.002
H20 -4.33382 -6.01238 0.89997  0.000
H21 -6.10511 -5.56958 -0.75749  0.000
H22 -5.73866 -3.93745 -2.56245  0.000
H23 -3.60713 -2.69578 -2.69283  0.001
H24 0.63191 -4.36393 -0.01773  0.004
H25 2.16099 -4.35714 1.91431  0.002
H26 1.96300 -2.61585 3.64529  0.001
H27 0.03058 -1.07829 3.61960  0.006
H28 -1.57302 -1.13163 1.73271  -0.007
C37 -2.87600 2.79627 4.98791  -0.002
N1 -2.55657 2.42985 3.62694  0.033
C38 -1.36833 2.08979 3.19679  0.023
N2 -0.31366 1.98479 4.00656  0.007
S2 -1.19738 1.79973 1.49720  0.317
H29 -3.88336 3.20324 5.00975  0.000
H30 -2.18961 3.56231 5.35295  0.002
H31 -2.83652 1.93439 5.65742  0.002
H32 -3.32909 2.31067 2.96473  0.000
H33 -0.39430 2.20475 4.98946  -0.003
H34 0.61125 1.85303 3.61830  0.016
N3 -6.00738 0.83018 0.41369  0.000
C39 -4.71347 0.88469 0.71698  -0.001
O2 -4.27139 1.26706 1.78849  0.000
C40 -3.74435 0.47618 -0.36560  -0.088
C41 -3.47035 1.36745 -1.41612  0.409
C42 -2.46628 1.00524 -2.32943  -0.061
C43 -1.73583 -0.12881 -2.17297  0.312
N4 -1.95290 -0.99094 -1.08518  0.170
C44 -3.03703 -0.68139 -0.23576  0.286
H35 -6.69408 1.13889 1.08793  0.000
H36 -6.34091 0.49241 -0.47426  0.000
H37 -4.03415 2.27470 -1.53788  0.005
H38 -2.27652 1.63191 -3.18642  0.000
H39 -0.96874 -0.43638 -2.86722  -0.008
H40 -3.28793 -1.42925 0.50025  0.036

The calculation puts the frontier orbital gap (alpha / beta) at 0.211 / 0.228 hartree. The calculation puts the HOMO energy (alpha / beta) at -0.5020 / -0.5807 Ha. Its spin multiplicity is 5. Its net charge is +3. The strongest force on any atom is 1.83 eV/A.

---

Density functional theory data (the ωB97M-V functional and the def2-TZVPD basis) for a molecular structure, C25H26Cl33NO4 in a non-equilibrium geometry.

Last column: Mulliken charge in e.
Positions of all 89 atoms, in Å:
C1 -0.72504 5.86318 -0.07860  -0.974
C2 -0.76619 4.67718 0.71122  -0.331
C3 -0.68407 3.33930 1.71198  1.741
C4 0.89850 2.85962 1.76248  -0.095
C5 0.94653 1.30441 2.64048  0.624
C6 1.92625 1.33113 4.06331  -1.082
O1 0.27658 1.30174 4.04237  -0.380
O2 -1.24599 3.71830 3.01501  -0.223
C7 -0.82618 5.07749 3.42813  0.473
O3 -1.82309 6.00599 3.44629  -0.508
O4 0.53385 5.41943 3.86329  -0.281
C8 1.08121 6.59168 3.17217  -0.270
C9 2.28656 6.27456 2.10192  -0.488
C10 -1.48812 2.06606 0.98495  0.183
C11 -2.33637 0.91826 1.81346  -0.535
C12 -3.01148 -0.28240 0.92291  -0.336
N1 -2.94082 -0.47955 -0.56470  -0.244
C13 -2.18061 0.58889 -1.29809  -0.260
C14 -1.41164 1.89296 -0.67180  -0.665
H1 -1.05543 6.93024 -0.48970  0.317
H2 1.26933 2.55944 0.69497  0.233
H3 1.60285 3.58145 2.35219  -0.048
H4 0.95199 0.25797 1.94481  0.208
H5 2.44245 0.35012 3.61294  0.180
H6 1.74025 0.80574 5.07187  0.415
H7 0.30194 7.26884 2.62440  0.265
H8 1.56971 7.27728 4.01871  0.326
H9 3.07857 5.49761 2.47316  -0.084
H10 2.86967 7.29173 1.92884  0.356
H11 1.84861 5.98004 1.03475  0.159
H12 -2.39343 1.01527 2.99304  0.331
H13 -3.59035 -1.12281 1.54321  0.432
H14 -2.08825 0.45347 -2.48127  0.318
H15 -0.80695 2.66471 -1.34579  0.282
C15 1.90276 -0.98782 -1.20618  -0.177
Cl1 3.37445 -0.47800 -0.36142  -0.139
Cl2 0.56945 0.12690 -0.86105  0.026
Cl3 2.19131 -1.09125 -2.95128  -0.030
H16 1.62411 -1.98063 -0.84379  0.287
C16 -4.34513 -4.22037 2.37579  -0.178
Cl4 -4.77462 -3.67829 4.00707  -0.115
Cl5 -5.60739 -5.27583 1.71842  -0.124
Cl6 -4.07774 -2.83128 1.30889  -0.112
H17 -3.41546 -4.79193 2.43648  0.396
C17 6.39225 -0.17014 -2.91185  0.600
Cl7 6.78508 -1.66509 -3.77800  -0.138
Cl8 7.61299 0.17065 -1.67367  -0.139
Cl9 6.25753 1.18707 -4.04285  -0.072
H18 5.42701 -0.30268 -2.41648  -0.245
C18 -7.20844 -8.43500 0.81373  0.803
Cl10 -7.03114 -8.92472 -0.87982  -0.047
Cl11 -8.92137 -8.30081 1.24651  -0.131
Cl12 -6.38475 -9.58302 1.88279  -0.131
H19 -6.74376 -7.45364 0.93886  -0.428
C19 -3.40252 -6.64818 -1.88991  -0.080
Cl13 -2.83727 -8.17088 -1.18192  -0.129
Cl14 -4.97855 -6.87118 -2.66826  -0.101
Cl15 -3.49301 -5.38278 -0.65302  -0.028
H20 -2.68373 -6.33469 -2.65130  0.336
C20 6.03968 4.28427 2.73899  -0.178
Cl16 5.61019 4.82635 4.37027  -0.127
Cl17 4.77743 3.22880 2.08163  -0.031
Cl18 6.30708 5.67335 1.67209  -0.083
H21 6.96935 3.71271 2.79968  0.406
C21 3.85953 1.58729 -7.35661  0.034
Cl19 4.99557 2.68631 -6.55601  -0.127
Cl20 4.14249 -0.08401 -6.84076  -0.093
Cl21 2.18756 2.06759 -7.02023  -0.123
H22 4.02465 1.64733 -8.43540  0.319
C22 0.96937 -3.31720 -6.33935  -0.056
Cl22 2.21984 -2.08252 -6.56578  -0.027
Cl23 0.84555 -3.77138 -4.63119  -0.111
Cl24 -0.59245 -2.73907 -6.94417  -0.129
H23 1.25341 -4.20398 -6.91172  0.315
C23 -5.56696 -11.90761 -3.38673  -0.003
Cl25 -4.43092 -10.80859 -2.58613  -0.043
Cl26 -5.28400 -13.57892 -2.87088  -0.125
Cl27 -7.23893 -11.42731 -3.05035  -0.120
H24 -5.40184 -11.84757 -4.46552  0.296
C24 9.40340 7.91118 3.49775  0.009
Cl28 8.33856 6.62402 4.08828  -0.055
Cl29 10.89076 7.97786 4.45835  -0.125
Cl30 9.78029 7.66925 1.78347  -0.121
H25 8.88164 8.86568 3.60424  0.295
C25 -7.13334 0.06046 1.26407  -0.069
Cl31 -6.81478 -1.14518 2.52277  -0.084
Cl32 -5.64013 0.47007 0.40270  -0.001
Cl33 -8.36193 -0.53106 0.13270  -0.132
H26 -7.51399 0.96612 1.74318  0.345

The calculation puts the frontier orbital gap at 0.294 hartree. The calculation puts the HOMO energy at -0.3160 Ha. Its spin multiplicity is 1. Its net charge is 0. The strongest force on any atom is 9.99 eV/A.

---

Density functional theory data (the ωB97M-V functional and the def2-TZVPD basis) for 15 unconnected molecules or ions with the total composition C6H41O15 in a non-equilibrium geometry.

Last column: Mulliken charge in e.
Positions of all 62 atoms, in Å:
C1 -0.88993 -0.63252 1.49368  -0.659
O1 -1.79814 0.43412 1.07829  -0.738
C2 -0.12876 -1.15170 0.30857  3.522
C3 1.09846 -1.93807 0.84342  -0.227
C4 2.15278 -2.41336 -0.24794  -0.898
C5 1.83229 -2.38378 -1.73908  -0.452
C6 1.95937 -0.95737 -2.34170  -0.649
H1 -1.62737 -1.18426 2.05006  0.211
H2 -0.24616 -0.29720 2.31419  0.170
H3 0.39063 -0.42612 -0.32161  -2.315
H4 -0.65581 -1.73959 -0.46471  -0.435
H5 1.61339 -1.41810 1.63661  0.002
H6 0.64067 -2.83039 1.26900  0.333
H7 3.05883 -1.80502 -0.12757  0.316
H8 2.52792 -3.43607 -0.14658  0.359
H9 0.95086 -2.92088 -2.10476  0.177
H10 2.70712 -2.81304 -2.28434  0.382
H11 1.33658 -0.22498 -1.77903  -0.442
H12 2.92420 -0.44940 -2.18626  0.444
H13 1.81866 -0.87621 -3.41240  0.400
H14 3.00900 2.37397 2.32588  0.302
H15 3.55275 1.05932 2.52248  0.317
O2 3.25723 1.61443 1.77811  -0.646
H16 1.65195 0.90860 4.68502  0.272
H17 1.70789 1.45393 3.37859  0.279
O3 1.85266 0.57580 3.79632  -0.571
H18 1.14890 3.46187 -3.32601  0.349
H19 2.01396 2.28420 -3.04901  0.335
O4 1.40077 2.61238 -3.71979  -0.727
H20 0.33651 1.68193 -2.68149  0.405
H21 -0.60881 2.08859 -1.56252  0.167
O5 -0.60068 1.60467 -2.37877  -0.632
H22 -1.90684 -4.03944 2.06087  0.245
H23 -2.28515 -3.08697 0.85108  0.364
O6 -2.01071 -3.12804 1.78070  -0.560
H24 0.52708 2.56914 1.82089  0.516
H25 0.21278 3.57408 3.04552  0.218
O7 0.82575 2.90192 2.74343  -0.726
H26 -3.60251 0.54322 -2.53561  0.433
H27 -3.01414 1.86896 -2.78212  0.292
O8 -3.59474 1.24464 -3.23627  -0.799
H28 -1.53298 -3.74360 -1.30091  0.340
H29 -2.69593 -2.68984 -1.43272  0.400
O9 -2.46108 -3.57515 -1.11999  -0.740
H30 1.01899 -1.33347 3.90472  0.269
H31 -0.06697 -2.25413 4.35337  0.346
O10 0.81067 -1.95624 4.62176  -0.715
H32 -2.14961 3.01059 0.83651  0.332
H33 -2.71571 2.20500 2.04259  0.334
O11 -2.54414 3.09016 1.70575  -0.685
H34 -0.80449 -0.12691 -2.69087  0.366
H35 -2.11718 -0.23761 -3.51660  0.391
O12 -1.49255 -0.77005 -3.00067  -0.749
H36 -3.00861 -0.32293 -0.22629  0.540
H37 -2.40884 -0.66225 -1.55673  0.323
O13 -3.30791 -0.44952 -1.15119  -0.914
H38 0.06466 3.10520 -0.66650  0.272
H39 1.38629 3.70228 -0.61130  0.325
O14 0.64330 3.72151 -1.22656  -0.698
H40 0.86870 1.42384 0.38553  0.030
H41 -1.12027 1.17083 0.81860  0.495
O15 0.09444 1.98901 0.47637  -0.595

The calculation puts the frontier orbital gap at 0.343 hartree. The calculation puts the HOMO energy at -0.2473 Ha. Its spin multiplicity is 1. Its net charge is -1. The strongest force on any atom is 2.97 eV/A.

---

Density functional theory data (the ωB97M-V functional and the def2-TZVPD basis) for a molecular structure, C12H30FeN2O4S in a non-equilibrium geometry.

Last column: Mulliken spin population.
Positions of all 50 atoms, in Å:
Fe1 0.83519 0.38999 -0.43914  4.137
S1 2.39225 1.81021 -1.36754  -0.026
O1 3.36197 2.66397 -1.93901  0.026
O2 2.56228 1.26717 0.00608  0.173
O3 0.93783 2.19884 -1.17426  0.240
O4 2.04079 0.47302 -1.96499  0.205
C1 0.57909 -2.23134 -1.81673  0.033
C2 -0.79692 -1.62688 -1.58617  0.029
N1 -0.86750 -0.15480 -1.55751  0.004
C3 -0.83459 0.40426 -2.96626  0.020
C4 -1.66209 -0.31842 -4.02349  0.005
C5 -2.21359 0.16089 -1.00061  0.012
C6 -2.36136 1.65204 -0.65441  0.033
H1 1.05092 -1.83097 -2.71632  0.002
H2 0.59176 -3.31849 -1.85768  0.003
H3 1.28138 -2.01297 -0.99614  -0.001
H4 -1.58601 -2.10913 -2.16892  0.004
H5 -1.12571 -2.00825 -0.60790  -0.005
H6 -1.04180 1.46654 -2.90540  -0.001
H7 0.20349 0.36189 -3.29628  0.004
H8 -1.36467 0.07460 -4.99808  0.000
H9 -1.38977 -1.36453 -4.16866  -0.001
H10 -2.73118 -0.18787 -3.87556  0.000
H11 -2.38351 -0.39681 -0.07866  -0.001
H12 -3.08922 -0.13180 -1.58500  0.002
H13 -3.24932 1.78196 -0.02718  0.001
H14 -2.55691 2.23067 -1.55182  0.002
H15 -1.56235 2.03540 -0.01810  -0.010
C7 0.49005 2.35723 2.19753  0.027
C8 1.14171 0.99742 2.43100  -0.001
N2 0.61638 -0.10402 1.56554  -0.020
C9 -0.77563 -0.37989 2.05166  0.067
C10 -1.02093 -0.60429 3.54677  0.010
C11 1.41929 -1.34585 1.83822  0.011
C12 2.90944 -1.29054 1.54665  0.014
H16 0.73742 3.05225 2.99831  0.000
H17 -0.59893 2.26708 2.28926  -0.002
H18 0.70665 2.81365 1.23364  0.001
H19 2.21103 1.14888 2.30465  0.000
H20 1.01811 0.71602 3.47579  0.001
H21 -1.49742 0.32275 1.64654  -0.002
H22 -1.05065 -1.33640 1.59227  0.002
H23 -1.15107 0.33112 4.09547  0.000
H24 -1.98864 -1.09483 3.68864  -0.001
H25 -0.36399 -1.23559 4.14345  0.000
H26 0.90221 -2.13381 1.28131  -0.001
H27 1.31498 -1.68495 2.87070  0.003
H28 3.25706 -2.26662 1.90251  0.002
H29 3.48539 -0.57919 2.13214  0.000
H30 3.21712 -1.22958 0.50368  -0.002

The calculation puts the frontier orbital gap (alpha / beta) at 0.414 / 0.301 hartree. The calculation puts the HOMO energy (alpha / beta) at -0.4977 / -0.5016 Ha. Its spin multiplicity is 6. Its net charge is +1. The strongest force on any atom is 3.69 eV/A.

---

Density functional theory data (the ωB97M-V functional and the def2-TZVPD basis) for C6H6N2 in the gas phase in a non-equilibrium geometry.

Last column: Mulliken charge in e.
Positions of all 14 atoms, in Å:
C1 -2.48311 1.20933 1.35230  -0.232
C2 -1.56650 0.60972 0.63469  -0.358
C3 -0.37129 0.43259 -0.09739  0.425
N1 0.27587 1.79542 0.19206  -0.564
C4 0.29150 -0.79978 -0.26450  0.421
C5 -0.31409 -2.07774 -0.07547  -1.038
C6 1.69824 -0.70404 -0.64433  0.016
N2 2.73885 -0.48026 -1.10519  -0.431
H1 -3.47459 1.85201 1.65113  0.330
H2 1.16205 1.99356 -0.16806  0.240
H3 -0.70621 2.35674 -0.33752  0.352
H4 0.16032 -2.79800 -1.01487  0.304
H5 -0.25439 -2.53968 1.12711  0.231
H6 -1.51866 -2.09121 -0.29770  0.304

The calculation puts the frontier orbital gap at 0.303 hartree. The calculation puts the HOMO energy at -0.3274 Ha. Its spin multiplicity is 1. Its net charge is 0. Its SMILES is C#C/C(N)=C(\C)C#N. The strongest force on any atom is 8.90 eV/A.